# C6H14N3S

The ion C6H14N3S with charge +1 at a distorted geometry (ωB97M-V/def2-TZVPD, the Open Molecules 2025 dataset).

Atoms and positions in Å:
C: -3.6522 -0.4385 0.2496
S: -2.0736 -0.4017 -0.5492
C: -0.9044 0.0864 0.7152
N: 0.4363 -0.7095 0.7597
C: 1.3047 -0.1362 -0.1806
C: 1.1027 -0.4107 -1.7782
C: 2.8199 0.0606 0.2509
N: 0.8266 1.2460 -0.2668
N: -0.3050 1.2760 0.2736
C: -0.8836 2.5770 0.3781
H: -3.3652 -0.4302 1.2882
H: -4.0132 -1.3511 -0.2029
H: -4.2017 0.4270 -0.0602
H: -1.3268 0.0990 1.6876
H: 0.1539 -1.6602 0.6253
H: 1.5464 -1.3635 -1.9564
H: 1.5256 0.3801 -2.4642
H: -0.0618 -0.4073 -1.8528
H: 3.4558 -0.7612 -0.1292
H: 2.7938 0.1259 1.3579
H: 3.0845 0.9734 -0.1221
H: -0.0445 3.1924 0.6943
H: -1.6053 2.6645 1.2012
H: -1.2233 2.9190 -0.6617

Atoms 1-6, force components in eV/Å:
0.8 0.1 -0.4
1.0 -0.1 -1.0
2.6 -2.7 -0.8
-3.0 -0.2 0.7
1.7 2.5 -2.5
-1.9 0.8 1.1

Output
structure (SMILES): CS[C@H]1NC(C)(C)N=[N+]1C
2S+1: 1
total charge: +1
lowest unoccupied orbital energy: -0.1833 Eh
maximum force: 3.918 eV Å⁻¹

Results of the Löwdin charge analysis, in e, for atoms 1 through 2: number 1, C, carries -0.341; number 2, S, carries 0.953

=====

# C6H14N3Sn

A structure of composition C6H14N3Sn at a distorted geometry (ωB97M-V/def2-TZVPD, the Open Molecules 2025 dataset).

Atoms and positions in Å:
C: 0.1639 -0.0773 -4.0277
Sn: 0.6514 -0.1209 -2.1542
N: -1.5916 1.1047 -1.8186
H: 2.1562 0.1609 -1.5227
H: -0.0176 -1.5332 -1.7490
H: 0.8317 -1.0333 -4.3120
H: 0.4656 0.9663 -4.4320
H: -0.9507 -0.3738 -4.0657
H: -1.6533 1.9424 -1.2319
H: -2.1418 0.3835 -1.3327
H: -2.0926 1.3064 -2.6931
N: 0.6619 -0.3397 4.2775
C: 0.4659 -0.2678 2.9870
C: 0.2504 0.9903 2.3811
C: 0.0636 1.0743 0.9879
N: 0.0097 -0.0392 0.1711
C: 0.1825 -1.2594 0.8023
C: 0.3559 -1.3640 2.1645
H: 0.7556 0.3541 4.8603
H: 0.8337 -1.2760 4.6706
H: 0.1244 1.8736 2.9698
H: -0.1051 2.0297 0.4294
H: 0.1931 -2.1202 0.0669
H: 0.3873 -2.3817 2.5711

Atoms 1-6, force components in eV/Å:
-0.3 -0.8 -4.6
0.4 2.3 5.6
-1.1 0.0 -0.1
1.1 -0.3 -0.2
-0.5 -2.0 0.0
-1.4 2.2 -0.6

Output
2S+1: 1
total charge: -1
lowest unoccupied orbital energy (alpha / beta): 0.1282 / 0.1318 Eh
maximum force: 6.545 eV Å⁻¹

Results of the Löwdin charge analysis, in e, for atoms 1 through 2: number 1, C, carries -0.519; number 2, Sn, carries 0.662

=====

# C6H14N4

A structure of composition C6H14N4 at a distorted geometry (ωB97M-V/def2-TZVPD, the Open Molecules 2025 dataset).

Atoms and positions in Å:
C: 2.0849 -0.3856 -0.0245
C: 2.1855 1.0988 -0.5249
C: 2.3407 -0.2842 2.9177
C: 2.1843 0.0515 1.4016
C: 2.2877 1.5112 0.9802
C: 1.4873 0.9466 3.0558
N: 1.0814 1.0839 1.7794
N: 1.0989 1.4226 4.2130
N: 3.1818 2.7390 1.5744
N: -8.1620 -3.4591 -6.2229
H: 1.2708 -0.9904 -0.2222
H: 2.9152 -1.0531 -0.2601
H: 3.2002 1.2443 -0.9968
H: 1.3828 1.4826 -1.1973
H: 2.1340 -1.3000 3.1842
H: 3.2569 -0.1225 3.3265
H: 1.3996 1.0589 5.1300
H: 0.6369 2.4411 4.2751
H: -7.7222 -3.1680 -7.1193
H: 2.8924 3.7492 1.5228
H: 3.9016 2.6533 0.9855
H: -9.1384 -3.3169 -6.3204
H: -7.6729 -2.9040 -5.4430
H: -8.2275 -4.4993 -6.0148

Atoms 1-6, force components in eV/Å:
1.4 -0.2 0.4
0.4 -0.4 0.3
-0.9 0.8 -2.5
0.9 1.9 0.5
1.5 2.7 0.8
-0.7 -3.0 3.5

Output
2S+1: 1
total charge: +2
lowest unoccupied orbital energy: -0.2168 Eh
maximum force: 5.671 eV Å⁻¹

Results of the Löwdin charge analysis, in e, for atoms 1 through 2: number 1, C, carries -0.071; number 2, C, carries -0.025

=====

# C6H14N4O2

The molecule C6H14N4O2 at a distorted geometry (ωB97M-V/def2-TZVPD, the Open Molecules 2025 dataset).

Atoms and positions in Å:
H: 3.3628 1.2590 -1.8780
N: 3.7410 0.8017 -1.0904
C: 2.8991 0.1391 -0.3930
N: 3.2912 -0.4752 0.7990
N: 1.5244 -0.0345 -0.7916
C: 0.9158 -1.3085 -0.2946
C: -0.0114 -0.9678 0.8196
C: -0.7263 0.4164 0.7721
C: -1.7087 0.6330 -0.3566
N: -2.5787 1.7413 0.0263
C: -2.6508 -0.5738 -0.5842
O: -2.2122 -1.6005 -1.0884
O: -3.9317 -0.4752 -0.0612
H: 2.5686 -0.5545 1.5061
H: 4.1305 -0.0913 1.2260
H: 1.3577 0.1297 -1.8097
H: 0.3559 -1.8245 -1.0562
H: 1.7451 -1.9848 -0.0563
H: 0.5186 -1.0217 1.7809
H: -0.7677 -1.7916 0.8790
H: -1.4570 0.3730 1.6223
H: -0.0714 1.2018 1.1652
H: -1.2324 0.8849 -1.2985
H: -2.9598 2.2819 -0.7650
H: -2.1558 2.3726 0.6777
H: -3.9469 0.4699 0.2497

Atoms 1-6, force components in eV/Å:
-0.7 0.2 -1.1
0.7 -0.5 1.9
-0.6 0.8 -1.5
-0.4 0.2 0.3
1.0 -0.9 -0.3
0.8 0.9 -1.0

Output
structure (SMILES): [H]/N=C(/N)NCCC[C@H](N)C(=O)O
2S+1: 1
lowest unoccupied orbital energy: 0.0200 Eh
maximum force: 3.210 eV Å⁻¹

Results of the Löwdin charge analysis, in e, for atoms 1 through 2: number 1, H, carries 0.007; number 2, N, carries 0.092

=====

# C6H14N4O2

The molecule C6H14N4O2 at a distorted geometry (ωB97M-V/def2-TZVPD, the Open Molecules 2025 dataset).

Atoms and positions in Å:
N: 2.1143 -1.0865 -1.0827
N: 1.8504 -0.8788 0.3063
C: 0.6779 -0.8723 0.8872
O: 0.4170 -0.3342 1.9747
C: -0.3415 -1.7494 0.2772
C: -1.2710 -1.0255 -0.7110
C: -2.1894 -0.0422 -0.0923
C: -1.5497 1.1027 0.6644
C: -0.4364 1.5597 -0.1920
O: -0.2372 1.5089 -1.4462
N: 0.6025 1.8693 0.7026
N: 1.9577 1.9942 0.1498
H: 2.2703 -2.0945 -1.2974
H: 1.3659 -0.7068 -1.5241
H: 2.6102 -0.3627 0.6458
H: 0.1722 -2.6105 -0.2378
H: -0.9550 -2.1466 1.0606
H: -1.7318 -1.9999 -1.0601
H: -0.6909 -0.5180 -1.5098
H: -2.9454 0.2348 -0.9534
H: -2.7493 -0.7024 0.6594
H: -1.2143 0.8051 1.5752
H: -2.1633 2.0152 0.6592
H: 0.5701 1.3823 1.5880
H: 1.9409 1.6721 -0.8710
H: 1.9258 2.9862 -0.1725

Atoms 1-6, force components in eV/Å:
2.1 -2.2 2.1
2.1 -0.2 -1.7
-1.5 -1.4 2.1
1.1 -0.6 0.0
0.6 -0.3 -1.3
1.5 -2.3 -1.1

Output
structure (SMILES): NNC(=O)CCCCC(=O)NN
2S+1: 1
lowest unoccupied orbital energy: 0.0257 Eh
maximum force: 5.552 eV Å⁻¹

Results of the Löwdin charge analysis, in e, for atoms 1 through 2: number 1, N, carries 0.089; number 2, N, carries 0.034

=====

# C6H14N5

The ion C6H14N5 with charge +1 at a distorted geometry (ωB97M-V/def2-TZVPD, the Open Molecules 2025 dataset).

Atoms and positions in Å:
C: -2.3870 -1.0360 -0.7861
N: -1.0061 -0.5206 -1.0169
C: -0.2029 0.0978 0.0002
C: -1.0605 0.5531 1.1346
N: 0.8091 -1.0339 0.4711
C: 2.0756 -1.0663 0.1299
N: 2.8078 -2.1743 0.0640
N: 2.7453 0.1288 -0.0891
C: 2.2337 1.2029 -0.4430
C: 0.7155 1.3824 -0.6777
N: 0.1765 2.6918 -0.4923
H: -2.9155 -0.9556 -1.7429
H: -2.3170 -2.1237 -0.4119
H: -3.0006 -0.4378 -0.0593
H: -0.6205 -1.0676 -1.7616
H: -1.4677 -0.3485 1.5767
H: -1.8641 1.1419 0.6668
H: -0.5364 0.9007 1.9733
H: 0.2160 -1.8350 0.6242
H: 3.8177 -1.9762 -0.0347
H: 2.4067 -3.0184 0.3942
H: 2.7878 2.0819 -0.7011
H: 0.7905 1.1054 -1.8511
H: -0.8031 2.8096 -0.9130
H: 0.2500 3.0911 0.3856

Atoms 1-6, force components in eV/Å:
0.3 -0.7 0.9
-1.6 0.8 0.7
2.2 0.4 -2.0
-0.6 -1.4 -1.0
-1.3 1.3 -0.3
-0.8 0.8 0.6

Output
structure (SMILES): CN[C@@]1(C)NC(=[NH2+])N=C[C@@H]1N
2S+1: 1
total charge: +1
lowest unoccupied orbital energy: -0.1447 Eh
maximum force: 3.971 eV Å⁻¹

Results of the Löwdin charge analysis, in e, for atoms 1 through 2: number 1, C, carries -0.090; number 2, N, carries -0.060

=====

# C6H14N6

The ion C6H14N6 with charge +2 at a distorted geometry (ωB97M-V/def2-TZVPD, the Open Molecules 2025 dataset).

Atoms and positions in Å:
N: 0.3090 -2.4780 0.4977
C: -0.1388 -1.2648 0.1335
N: 0.4878 -0.1454 -0.1006
C: 1.7708 0.1489 -0.7306
C: 2.7995 0.7726 0.1937
C: 2.9625 -0.6793 -0.1799
N: -1.5767 -1.1816 0.4512
C: -2.3939 -0.2459 -0.0063
N: -3.6403 -0.5269 -0.4353
N: -1.9213 1.0331 -0.1676
C: -0.9166 1.6445 0.5136
N: -0.2956 2.7208 0.1668
H: 1.2186 -2.6814 0.2827
H: -0.1174 -3.2997 0.1269
H: 1.8130 0.1551 -1.7472
H: 2.4592 0.9741 1.1886
H: 3.5552 1.5760 -0.0185
H: 3.5798 -1.0313 -0.9909
H: 2.7696 -1.2514 0.6539
H: -1.9261 -2.0223 0.8586
H: -4.0019 -1.4745 -0.5821
H: -4.3280 0.1607 -0.6556
H: -2.1388 1.6239 -0.9862
H: -0.6539 1.1980 1.4715
H: 0.3658 3.1859 0.8036
H: -0.0415 3.0889 -0.7416

Atoms 1-6, force components in eV/Å:
-1.5 -0.6 -0.4
1.3 3.4 0.6
-2.2 -1.1 -0.6
0.7 -2.1 4.6
1.2 1.1 -1.1
-0.6 2.2 -1.3

Output
structure (SMILES): N/C(=N\C1CC1)NC(=[NH2+])NC=[NH2+]
2S+1: 1
total charge: +2
lowest unoccupied orbital energy: -0.3044 Eh
maximum force: 5.087 eV Å⁻¹

Results of the Löwdin charge analysis, in e, for atoms 1 through 2: number 1, N, carries 0.221; number 2, C, carries -0.313

=====

# C6H14N7O3PdS

A structure of composition C6H14N7O3PdS at a distorted geometry (ωB97M-V/def2-TZVPD, the Open Molecules 2025 dataset).

Atoms and positions in Å:
Pd: 0.0898 -0.2425 -1.3760
N: -0.5127 -2.2303 -2.4830
N: 0.5753 -2.4196 -3.3248
C: 1.3396 -1.3294 -3.7207
O: 2.0962 -1.4441 -4.6463
O: 1.1987 -0.2201 -2.9988
H: -0.5847 -3.0112 -1.8531
H: -1.3656 -2.1500 -3.0136
H: 0.5459 -3.1775 -3.9824
N: 1.0991 2.7675 -2.2374
C: -0.0315 3.0064 -1.5916
N: -0.2846 4.2635 -1.2190
S: -1.2132 1.8000 -1.2160
H: 1.7566 3.5066 -2.4199
H: 1.3052 1.8683 -2.6307
H: 0.3004 5.0337 -1.4927
H: -1.1502 4.4708 -0.7572
C: -0.6772 -0.8106 4.4575
N: -0.2280 -0.7279 3.0716
C: 1.0375 -0.1110 2.6864
C: 0.9075 -0.1173 1.1791
O: 1.6642 0.3636 0.3613
N: -0.2722 -0.7369 0.8247
C: -0.9167 -1.0250 1.9662
N: -2.1281 -1.5755 1.9706
H: 0.1543 -1.1239 5.0837
H: -1.4722 -1.5463 4.5634
H: -1.0405 0.1556 4.8113
H: 1.8964 -0.7013 3.0077
H: 1.1463 0.9002 3.0770
H: -2.5875 -1.7114 1.0897
H: -2.6479 -1.7244 2.8133

Atoms 1-6, force components in eV/Å:
-0.7 -2.2 0.0
0.3 0.5 0.6
0.4 0.0 0.0
-0.1 0.0 0.0
0.1 0.3 0.1
-0.5 0.8 0.2

Output
2S+1: 1
total charge: +1
lowest unoccupied orbital energy (alpha / beta): -0.1617 / -0.1611 Eh
maximum force: 2.304 eV Å⁻¹

Results of the Löwdin charge analysis, in e, for atoms 1 through 2: number 1, Pd, carries 0.782; number 2, N, carries -0.002

=====

# C6H14NO

A structure of composition C6H14NO at a distorted geometry (ωB97M-V/def2-TZVPD, the Open Molecules 2025 dataset).

Atoms and positions in Å:
C: 4.7027 -0.1429 0.0760
C: 3.1931 -0.3554 -0.0932
N: 2.4362 0.4859 0.7428
C: 1.0792 0.3748 0.4030
C: -3.8570 1.4590 0.2910
C: -3.4578 -0.0065 0.2174
C: -2.4253 -0.4811 -0.7041
O: -1.9202 -1.5627 -0.8420
H: 5.0282 0.8649 -0.1853
H: 5.2099 -0.8625 -0.5847
H: 5.0132 -0.3806 1.0975
H: 3.0332 -1.4611 0.0924
H: 2.9775 -0.2628 -1.2008
H: 0.5241 1.0105 1.1140
H: 0.6795 -0.6671 0.4701
H: 0.8189 0.7373 -0.6271
H: -4.2317 1.8607 -0.6469
H: -3.0241 2.0680 0.6084
H: -4.6198 1.5805 1.0525
H: -3.8636 -0.7107 0.9297
H: -2.1738 0.2861 -1.4758
H: -2.2979 0.0886 0.5170

Atoms 1-6, force components in eV/Å:
0.0 -0.7 -0.3
0.4 0.0 0.1
0.6 0.0 -0.3
-0.1 0.3 0.6
-0.4 -0.2 -0.2
2.7 0.4 1.0

Output
2S+1: 1
total charge: -1
lowest unoccupied orbital energy: 0.1116 Eh
maximum force: 4.283 eV Å⁻¹

Results of the Löwdin charge analysis, in e, for atoms 1 through 2: number 1, C, carries -0.177; number 2, C, carries -0.534

=====

# C6H14NO

The ion C6H14NO with charge -1 at a distorted geometry (ωB97M-V/def2-TZVPD, the Open Molecules 2025 dataset).

Atoms and positions in Å:
C: 1.6312 0.2664 2.2497
C: 0.4253 0.5713 1.3770
N: 0.4316 -0.2888 0.1942
C: -0.3153 -1.5170 0.4467
C: -0.1004 0.4302 -1.0028
C: -1.5685 0.8704 -0.9180
C: 0.1085 -0.3138 -2.3577
O: -0.0604 0.5162 -3.4039
H: 1.5918 -0.7566 2.6393
H: 2.5502 0.3201 1.6691
H: 1.7060 0.9356 3.1092
H: -0.4995 0.5252 1.9727
H: 0.4423 1.6121 1.0428
H: 0.2620 -2.1734 1.0906
H: -1.2793 -1.3496 0.9485
H: -0.4863 -2.0440 -0.4877
H: 0.4625 1.3569 -1.1056
H: -1.7748 1.4923 -0.0395
H: -1.6992 1.4537 -1.8304
H: -2.2594 0.0262 -0.9493
H: -0.6757 -1.1239 -2.3511
H: 1.1074 -0.8094 -2.2936

Atoms 1-6, force components in eV/Å:
0.1 -0.3 0.3
0.3 0.1 -0.3
-1.0 0.4 -0.2
0.3 0.1 0.0
-0.2 -0.2 0.1
0.4 0.1 0.0

Output
structure (SMILES): CCN(C)[C@H](C)C[O-]
2S+1: 1
total charge: -1
lowest unoccupied orbital energy: 0.1359 Eh
maximum force: 1.107 eV Å⁻¹

Results of the Löwdin charge analysis, in e, for atoms 1 through 2: number 1, C, carries -0.109; number 2, C, carries -0.301